No. 1
DFT (ωB97M-V/def2-TZVPD) results for the molecule C8H8N4 in a non-equilibrium geometry.

HOMO-LUMO gap: 8.47 eV
Structure (SMILES): Cc1ccc2nc(N)nnc2c1
Electronic energy: -528.60921 hartree
HOMO: -8.850 eV
Lowest unoccupied orbital energy: -0.375 eV
Energy relative to the best compared isomer or geometry (same formula, charge and spin): 51.9 kcal/mol

```
20
Properties=species:S:1:pos:R:3:forces:R:3
C 3.5064 -0.3809 0.1261 -0.20 1.07 -0.17
C 1.9999 -0.2824 0.0369 -0.41 1.07 -0.58
C 1.4663 0.9998 -0.1766 -0.28 2.93 0.03
C 0.1806 1.4470 -0.4052 2.13 -1.24 1.29
C -0.7543 0.3974 -0.2663 0.25 0.50 -0.50
C -2.9462 -0.0837 0.0247 0.62 -3.26 -1.47
C -0.3443 -0.9602 -0.1998 -0.96 0.79 0.57
C 1.0601 -1.2529 0.0479 -1.39 -1.61 -1.25
H 3.9379 0.5720 0.5808 -0.57 -1.35 -0.53
H 3.7103 -1.2230 0.7423 0.76 -0.69 0.48
H 3.9643 -0.5137 -0.8811 -0.35 0.03 0.70
H 2.0704 1.8736 0.0003 1.12 -0.11 -0.25
H 0.0675 2.5493 -0.3208 -0.78 -1.18 -0.41
H -4.1009 1.3424 0.2952 -0.21 3.07 0.54
H -4.8269 -0.0410 0.9094 0.91 0.50 -1.25
H 1.3182 -2.2972 0.0498 0.14 -0.37 0.34
N -2.0141 0.7617 -0.1446 -0.27 2.35 0.19
N -4.2284 0.4040 0.1722 -0.80 -3.82 0.96
N -2.6714 -1.4410 -0.2616 1.39 -0.23 0.70
N -1.3951 -1.8711 -0.3297 -1.10 1.54 0.62
```
Forces are in eV/Å.


No. 2
DFT (ωB97M-V/def2-TZVPD) results for a cluster of 2 separate species, C8H8N4O4 in total in a non-equilibrium geometry.

HOMO-LUMO gap: 8.90 eV
Structure (SMILES): O=c1cc[nH]c(=O)[nH]1.O=c1cc[nH]c(=O)[nH]1
Electronic energy: -829.66756 hartree
HOMO: -9.308 eV
Lowest unoccupied orbital energy: -0.413 eV
Energy relative to the best compared isomer or geometry (same formula, charge and spin): 58.3 kcal/mol

```
24
Properties=species:S:1:pos:R:3:forces:R:3
C -0.2547 -1.3636 1.8620 1.75 0.14 0.18
C 0.1048 -2.7490 2.4231 -2.13 -0.09 -5.44
C 0.0094 -3.7592 1.4341 1.24 4.92 0.49
C -0.4023 -2.2423 -0.4498 0.81 -0.63 -5.07
C 0.0806 3.5712 -1.7904 -0.10 -0.24 -0.67
C -1.0538 3.0457 -1.0479 -1.20 2.23 -1.26
C -0.9048 2.0242 -0.2363 -1.69 -1.26 0.38
C 1.4948 1.8351 -0.7441 0.36 -1.44 1.15
H -0.9283 -0.2646 0.2944 0.70 -3.37 -0.83
H 0.2145 -2.9959 3.4385 0.08 0.13 1.03
H 0.2164 -4.7067 1.7884 0.16 -2.20 -0.13
H -0.2370 -4.2125 -0.5813 0.22 -0.21 -0.40
H 2.0373 3.2478 -2.2125 -0.36 -0.82 0.80
H -2.0049 3.5436 -1.2874 0.52 -0.44 0.43
H -1.7580 1.4838 0.2600 0.86 0.94 -0.33
H 0.3773 0.5968 0.4735 0.60 1.48 -0.28
N -0.5267 -1.2727 0.4178 -1.42 3.32 4.98
N 0.0270 -3.4572 0.0221 -0.84 -1.45 3.77
N 1.2818 2.8216 -1.6462 0.11 1.88 -1.05
N 0.2840 1.4447 -0.1092 2.70 -1.60 0.87
O -0.1600 -0.2733 2.4184 -0.68 -1.59 -0.27
O -0.4799 -2.0968 -1.6788 -0.59 -0.04 1.64
O 0.0272 4.5018 -2.5771 0.35 -0.56 0.65
O 2.5553 1.2773 -0.4714 -1.46 0.90 -0.64
```
Forces are in eV/Å.


No. 3
DFT (ωB97M-V/def2-TZVPD) results for a cluster of 2 separate species, C8H8N4O4 in total in a non-equilibrium geometry.

HOMO-LUMO gap: 9.02 eV
Structure (SMILES): O=c1cc[nH]c(=O)[nH]1.O=c1cc[nH]c(=O)[nH]1
Electronic energy: -829.59589 hartree
HOMO: -8.997 eV
Lowest unoccupied orbital energy: 0.026 eV
Energy relative to the best compared isomer or geometry (same formula, charge and spin): 103.2 kcal/mol

```
24
Properties=species:S:1:pos:R:3:forces:R:3
C -2.4845 -0.9921 -0.0250 3.44 4.42 1.71
C -3.8218 -1.5160 0.2144 0.87 -1.27 1.77
C -3.8706 -2.7632 -0.2580 0.76 -3.11 -2.32
C -1.7363 -2.9525 -1.4829 0.17 0.19 2.60
C 4.0192 2.7370 0.5534 -1.25 1.36 3.92
C 3.0640 3.3609 1.5411 -5.49 0.11 -2.58
C 1.6526 3.0987 1.1125 2.04 -0.01 2.21
C 2.3207 1.2049 -0.1835 1.01 4.64 2.15
H -0.6742 -1.3367 -1.0098 -1.48 -0.34 1.32
H -4.4115 -1.3874 1.2017 0.81 0.69 -2.26
H -4.6930 -3.4157 -0.0889 -0.62 -0.30 0.48
H -2.9892 -4.6041 -1.1974 -0.16 3.19 -0.04
H 4.2278 0.8390 -0.4730 -1.09 2.85 1.35
H 3.3009 4.2384 2.2527 -0.33 -1.76 -1.56
H 0.7608 3.5764 1.6286 1.36 -0.51 -0.87
H 0.4077 1.6670 -0.1663 0.35 1.04 1.19
N -1.5493 -1.8168 -0.6400 1.94 0.22 -3.37
N -2.9277 -3.5095 -1.1402 -2.99 -1.17 1.44
N 3.6042 1.6243 -0.0059 0.22 -4.06 -2.05
N 1.2959 2.0073 0.2505 1.10 1.10 0.65
O -1.9556 0.1036 0.3800 -2.58 -2.81 -0.94
O -0.8848 -3.4731 -2.1464 0.02 0.39 -0.45
O 5.1354 3.0743 0.4615 4.25 1.76 -0.62
O 2.2093 0.2351 -0.7792 -2.35 -6.63 -3.74
```
Forces are in eV/Å.


No. 4
DFT (ωB97M-V/def2-TZVPD) results for a structure of composition C8H8N6O3PdS2 in a non-equilibrium geometry.

HOMO-LUMO gap (alpha / beta): 6.69 / 6.43 eV
Electronic energy: -1788.06140 hartree
HOMO (alpha / beta): -7.952 / -7.865 eV
Lowest unoccupied orbital energy (alpha / beta): -1.257 / -1.439 eV
Energy relative to the best compared isomer or geometry (same formula, charge and spin): 17.9 kcal/mol

```
28
Properties=species:S:1:pos:R:3:forces:R:3
Pd -0.5930 0.0975 -1.7329 -1.18 1.76 -0.09
N -3.4688 0.4426 1.6050 0.04 -0.02 0.15
C -3.2236 0.6504 0.3109 -0.11 0.17 -0.16
N -1.9903 0.2888 0.0492 0.45 -0.49 -0.38
C -1.5196 -0.1596 1.2505 0.37 -0.21 0.13
N -2.3883 -0.0799 2.2262 -0.24 0.15 -0.15
C -0.1701 -0.7476 1.3976 -0.62 0.15 0.22
C 0.2741 -1.3531 2.5650 0.11 -0.11 0.16
N 1.4762 -1.9182 2.6339 -0.17 0.09 -0.04
C 2.2094 -1.8995 1.5233 0.00 -0.02 0.04
C 1.7528 -1.3074 0.3545 0.15 -0.02 0.05
N 0.5723 -0.7126 0.3133 0.47 -0.11 -0.29
H -4.3080 0.6292 2.1269 -0.02 -0.01 -0.02
H -3.9343 1.0570 -0.3913 0.04 -0.05 0.03
H -0.3571 -1.3826 3.4454 0.06 0.00 0.00
H 3.1860 -2.3683 1.5662 -0.05 0.00 0.00
H 2.3299 -1.3052 -0.5618 0.06 0.01 -0.01
O -2.5351 -1.6268 -2.5904 -0.14 0.42 0.07
N -1.3835 -1.6711 -2.1959 0.51 -1.79 -0.07
O -0.7788 -2.7263 -2.0676 0.00 0.20 0.02
C 2.7777 2.2008 -0.8775 0.02 0.02 0.05
O 1.4161 2.5581 -1.1305 0.22 -0.02 0.00
C 0.7391 1.9016 -2.0679 0.48 0.50 -0.39
S -0.8336 2.4508 -2.3585 0.19 -0.32 0.37
S 1.4077 0.5972 -2.9891 -0.63 -0.30 0.31
H 3.1636 2.9972 -0.2501 0.04 0.02 0.04
H 3.3473 2.1375 -1.8017 0.00 0.03 -0.04
H 2.8318 1.2494 -0.3526 -0.03 -0.06 0.00
```
Forces are in eV/Å.


No. 5
DFT (ωB97M-V/def2-TZVPD) results for the ion C8H8NO3 with charge -1 in a non-equilibrium geometry.

Net charge: -1
HOMO-LUMO gap: 7.86 eV
Structure (SMILES): O=C1C[C@H]2C[C@H]3C[C@@]3(C(=O)[O-])N12
Electronic energy: -590.10248 hartree
HOMO: -4.388 eV
Lowest unoccupied orbital energy: 3.474 eV
Energy relative to the best compared isomer or geometry (same formula, charge and spin): 17.2 kcal/mol

```
20
Properties=species:S:1:pos:R:3:forces:R:3
C 0.9962 1.7447 0.0208 0.96 0.44 -1.80
C 0.5991 -1.4042 2.0978 -0.30 -1.28 -1.61
C -0.2922 2.3406 -0.5546 -0.87 -0.57 0.67
C -1.3795 -0.2255 -0.9418 4.94 2.25 -0.12
C 1.0444 -1.4544 -0.7122 0.63 -1.92 1.24
C -0.4546 -1.3101 -0.3599 -0.15 -1.43 -0.35
C -0.9164 0.9842 -0.0358 -1.24 -0.01 1.62
C 0.5816 -0.8669 0.6074 -0.25 2.95 0.34
N 0.4156 0.6629 0.5052 -1.93 -3.25 0.32
O 1.5721 -2.0820 2.3756 2.27 -0.68 0.35
O 2.1432 2.0822 -0.0672 1.23 0.56 0.17
O -0.4453 -1.3142 2.7337 -1.51 1.31 0.36
H -0.5413 3.2108 0.0799 -0.35 -0.12 -0.91
H -0.3644 2.4393 -1.6607 0.28 0.36 0.92
H -1.0901 0.0468 -1.9780 0.10 -0.42 0.23
H -2.3958 -0.2515 -0.9740 -2.88 -0.98 0.51
H 1.4300 -2.5969 -0.5397 -0.65 3.12 -0.89
H 1.5691 -0.7442 -1.3951 -0.49 -0.97 0.49
H -0.8241 -2.2831 -0.0462 -0.57 0.23 -0.32
H -1.6475 1.0216 0.8447 0.75 0.39 -1.22
```
Forces are in eV/Å.


No. 6
DFT (ωB97M-V/def2-TZVPD) results for the molecule C8H8O in a non-equilibrium geometry.

HOMO-LUMO gap: 9.28 eV
Structure (SMILES): C=C[C@]12C=CC=C[C@H]1O2
Electronic energy: -384.77163 hartree
HOMO: -8.893 eV
Lowest unoccupied orbital energy: 0.390 eV
Energy relative to the best compared isomer or geometry (same formula, charge and spin): 45.1 kcal/mol

```
17
Properties=species:S:1:pos:R:3:forces:R:3
O 1.2799 0.1016 0.8950 1.26 0.22 0.01
C -1.0859 2.0996 1.7280 -0.11 -2.28 0.71
C 0.7410 -1.4203 -1.8177 0.70 0.08 0.65
C 0.0760 -0.1208 -1.9940 -0.18 0.52 1.87
C 1.0661 -1.8874 -0.5808 -0.59 0.46 -0.98
C -0.9306 0.7510 1.5724 -0.88 2.25 0.29
C -0.3152 0.6772 -0.9417 1.15 -1.83 -1.07
C 0.6552 -1.1372 0.6426 -0.77 0.10 -0.39
C -0.0536 0.2240 0.4757 -0.66 -0.71 -0.29
H -0.5187 2.7553 1.1094 0.18 0.55 -0.47
H -1.6919 2.5537 2.5329 0.38 -0.46 -0.57
H 1.0739 -1.9783 -2.7133 -0.35 0.40 0.61
H -0.0894 0.2457 -2.9878 -0.09 0.02 -0.39
H 1.6110 -2.8311 -0.5045 -0.34 0.21 0.22
H -1.4711 0.0841 2.2548 0.35 0.04 -0.41
H -0.7689 1.6210 -1.2058 -0.25 0.06 0.49
H 0.4223 -1.7382 1.5346 0.20 0.37 -0.28
```
Forces are in eV/Å.


No. 7
DFT (ωB97M-V/def2-TZVPD) results for a structure of composition C8H8O5STeY.

Net charge: +1
HOMO-LUMO gap (alpha / beta): 4.79 / 4.84 eV
Electronic energy: -1390.07805 hartree
HOMO (alpha / beta): -8.880 / -8.908 eV
Lowest unoccupied orbital energy (alpha / beta): -4.092 / -4.064 eV
Energy relative to the best compared isomer or geometry (same formula, charge and spin): 98.3 kcal/mol

```
24
Properties=species:S:1:pos:R:3:forces:R:3
Y 0.2996 0.6597 -0.8512 -0.37 0.05 0.12
O 2.7894 2.3166 2.3951 -0.06 0.05 -0.08
C 1.7877 1.7474 1.7850 0.11 0.04 0.17
O 1.5021 1.9589 0.6116 0.16 0.12 -0.03
C 1.0158 0.7611 2.6177 0.02 0.17 0.00
O -0.1136 0.3669 1.8765 0.10 -0.42 -0.06
C -1.3775 0.8178 2.3396 -0.12 0.11 0.02
C -1.9034 1.9630 1.5001 -0.08 0.03 0.04
O -2.6548 2.7909 1.9140 0.03 -0.01 0.02
O -1.4701 1.9087 0.2112 0.21 -0.14 0.01
H 3.2632 2.9068 1.7825 0.02 -0.01 0.05
H 1.6595 -0.1025 2.8088 -0.03 -0.03 -0.06
H 0.7621 1.2047 3.5822 0.00 0.01 -0.01
H -2.0847 -0.0103 2.2589 0.03 -0.01 -0.03
H -1.3434 1.1399 3.3793 0.03 -0.02 -0.01
Te -2.3497 3.2815 -1.1186 -0.09 0.01 -0.17
C -1.2633 4.8892 -0.4879 0.02 0.14 0.05
C -1.4657 5.6553 0.6394 -0.08 -0.10 -0.04
C -0.5940 6.7594 0.7027 0.08 0.07 -0.04
C 0.2383 6.8297 -0.3845 -0.01 0.03 0.10
S -0.0136 5.5524 -1.4676 0.05 -0.10 -0.03
H -2.2136 5.4182 1.3823 -0.02 0.01 -0.01
H -0.5895 7.4854 1.5016 0.00 0.00 0.00
H 0.9775 7.5866 -0.5943 0.00 0.00 0.00
```
Forces are in eV/Å.


No. 8
DFT (ωB97M-V/def2-TZVPD) results for the molecule C8H8S in a non-equilibrium geometry.

HOMO-LUMO gap (alpha / beta): 7.04 / 7.03 eV
Electronic energy: -707.61521 hartree
HOMO (alpha / beta): -7.489 / -7.491 eV
Lowest unoccupied orbital energy (alpha / beta): -0.454 / -0.457 eV
Energy relative to the best compared isomer or geometry (same formula, charge and spin): 94.0 kcal/mol

```
17
Properties=species:S:1:pos:R:3:forces:R:3
C 1.8420 1.5075 -0.0083 -1.69 -0.84 -0.02
C 2.1993 0.1179 -0.0463 1.10 3.18 0.05
C 0.5237 1.6250 -0.3754 0.03 2.72 -0.76
C -0.1638 -1.6884 0.1940 0.95 -1.78 -0.34
C -0.8546 -0.5553 -0.0322 0.94 1.58 -0.46
C 1.7162 -0.6841 -0.9995 0.56 0.47 -0.33
C -0.4860 0.6937 -0.6919 2.76 -2.34 1.60
C -2.2393 -0.5355 0.5322 1.59 -4.12 0.55
S 1.2976 -2.2288 -0.6207 -1.61 -0.91 0.32
H 2.3730 2.3890 0.3713 0.07 -0.81 -0.04
H 2.9889 -0.0451 0.6660 0.27 -1.28 0.18
H 0.1972 2.6816 -0.5543 0.08 -0.81 0.20
H -0.6705 -2.5387 0.6533 0.03 0.27 0.16
H -1.2892 1.1426 -1.1472 -1.94 0.93 -1.16
H -2.8461 -1.1510 -0.1267 -0.71 0.42 0.04
H -2.5295 0.4211 0.7235 -1.36 2.34 0.58
H -2.0589 -1.1514 1.4624 -1.08 0.99 -0.57
```
Forces are in eV/Å.


No. 9
DFT (ωB97M-V/def2-TZVPD) results for the molecule C8H8SSi in a non-equilibrium geometry.

HOMO-LUMO gap (alpha / beta): 6.58 / 6.57 eV
Electronic energy: -997.16137 hartree
2S+1: 3
HOMO (alpha / beta): -5.721 / -8.789 eV
Lowest unoccupied orbital energy (alpha / beta): 0.858 / -2.220 eV

```
18
Properties=species:S:1:pos:R:3:forces:R:3
C 3.1989 -0.2297 0.2869 -0.24 1.14 -0.25
C 3.1891 1.0536 -0.2891 -1.57 -0.17 0.34
C 2.0247 -0.8511 0.5905 -1.59 -0.57 -0.56
C 1.9912 1.7755 -0.4913 -2.54 -4.34 0.84
C -0.5637 -0.8624 0.3356 0.49 2.32 -0.76
C 0.7263 -0.2991 0.2431 0.33 0.08 0.29
C 0.7470 1.0604 -0.2471 2.78 0.56 0.39
C -1.6284 0.2151 -0.0424 -0.05 -0.57 0.04
Si -3.5031 0.0638 0.0229 0.83 2.81 -3.32
S -0.8482 1.7773 -0.3678 -0.92 -1.04 -0.03
H 4.1728 -0.6481 0.4630 0.03 -0.47 0.18
H 4.1188 1.4334 -0.5721 1.22 0.91 -0.41
H 1.9759 -1.8472 0.9808 0.35 -0.41 0.32
H 1.8452 2.6467 -1.0257 0.48 2.03 -0.69
H -0.9226 -1.8511 0.5465 0.45 -0.31 0.21
H -3.9485 -0.6726 1.0852 -0.78 -1.76 1.69
H -4.3884 -0.0009 -1.3315 1.15 -0.59 1.41
H -3.7436 1.4793 0.3104 -0.41 0.38 0.30
```
Forces are in eV/Å.


No. 10
DFT (ωB97M-V/def2-TZVPD) results for the molecule C8H9BO2S in a non-equilibrium geometry.

HOMO-LUMO gap: 8.41 eV
Electronic energy: -883.72063 hartree
HOMO: -8.173 eV
Lowest unoccupied orbital energy: 0.236 eV
Energy relative to the best compared isomer or geometry (same formula, charge and spin): 29.0 kcal/mol

```
21
Properties=species:S:1:pos:R:3:forces:R:3
B 0.7983 1.7726 -0.1622 0.37 2.33 3.41
C -0.4263 -2.5719 1.4141 -0.34 1.81 -1.21
C -1.5591 -2.5474 0.5237 1.82 0.16 2.76
C 0.4745 -1.5005 1.3319 -2.58 -1.91 -2.40
C -1.7983 -1.5378 -0.3467 0.89 0.11 -1.60
C 0.2869 -0.6313 0.2172 2.84 0.89 1.79
C -0.7732 -0.5604 -0.6031 -2.73 -1.70 0.05
C 1.4325 0.3243 0.0093 -0.47 0.01 -1.86
C -0.2977 2.0833 -1.2502 -6.73 -3.04 1.92
O 0.9407 2.3087 -1.6584 4.69 4.05 -3.75
O 1.1485 2.8622 0.7639 0.94 -0.90 -3.08
S -0.9363 0.5764 -1.9405 -0.62 -1.06 -0.52
H -0.3291 -3.4012 2.0834 0.15 -0.18 0.43
H -2.2743 -3.2633 0.8075 -1.10 -0.96 -0.50
H 1.4090 -1.5000 1.8078 0.92 0.16 0.93
H -2.6307 -1.7348 -1.0079 -0.31 0.82 -0.09
H 2.1447 0.1068 0.8108 0.22 0.80 -0.47
H 1.8596 0.1254 -1.0358 -0.12 -0.09 1.40
H -1.1556 2.7922 -1.4758 1.82 -0.06 0.79
H 0.8853 3.2771 -1.8949 1.37 -1.04 0.48
H 0.8006 3.0196 1.6059 -1.04 -0.20 1.52
```
Forces are in eV/Å.